#P
Below is an isolated molecule of C5H10N2O2, with properties calculated with ωB97M-V/def2-TZVPD.

Structure (XYZ):
```
19
Properties=species:S:1:pos:R:3:mulliken_charge:R:1
C -1.542 -1.184 -1.244 -0.93
N -0.650 -0.027 -1.149 -0.20
C 0.807 -0.189 -0.804 0.06
O 1.637 -0.677 -1.754 -0.53
C 1.116 0.285 0.411 0.03
N 2.355 0.677 0.856 -0.53
C -0.102 1.009 1.052 1.05
C -1.206 0.166 1.649 -1.16
O 0.119 2.137 1.527 -0.63
H -1.476 -1.804 -0.346 0.31
H -2.579 -0.861 -1.372 0.30
H -1.263 -1.815 -2.093 0.36
H -0.611 0.393 -2.079 0.27
H 2.384 -0.062 -1.843 0.32
H 2.322 1.511 1.445 0.21
H 3.176 0.498 0.301 0.18
H -2.121 0.334 1.078 0.25
H -0.962 -0.897 1.696 0.28
H -1.403 0.507 2.669 0.38
```

- Gap between HOMO and LUMO: 8.3 eV
- LUMO energy: 0.55 eV
- HOMO level: -7.79 eV

#Q
Below is an isolated molecule of C5H10N2O2, with properties calculated with ωB97M-V/def2-TZVPD.

Structure (XYZ):
```
19
Properties=species:S:1:pos:R:3:mulliken_charge:R:1
C -1.548 -0.733 -1.264 -1.41
C -1.186 0.086 -0.015 -0.36
N -0.668 1.448 -0.141 -0.21
N -1.217 2.635 0.216 0.89
O -2.420 2.702 0.251 -0.62
O -0.532 3.582 0.478 -0.62
C 0.214 0.421 0.354 1.62
C 1.369 -0.122 -0.574 -1.69
C 0.697 0.472 1.763 -1.32
H -2.619 -0.953 -1.165 0.37
H -0.773 -1.550 -1.461 0.26
H -1.451 -0.125 -2.145 0.38
H -1.880 -0.076 0.759 0.47
H 2.332 0.262 -0.449 0.46
H 0.982 0.085 -1.554 0.41
H 1.339 -1.212 -0.386 0.32
H -0.165 0.573 2.437 0.41
H 1.561 1.167 1.687 0.36
H 1.298 -0.507 2.008 0.30
```

- Gap between HOMO and LUMO: 10.9 eV
- LUMO energy: 0.73 eV
- HOMO level: -10.18 eV

#R
Below is a structure of composition C5H10N2O2, with properties calculated with ωB97M-V/def2-TZVPD.

Structure (XYZ):
```
19
Properties=species:S:1:pos:R:3:mulliken_charge:R:1
C -0.657 1.321 -1.197 -0.48
C 1.658 -1.467 0.247 -1.29
C -1.072 -0.770 0.354 0.64
C 0.764 -0.259 0.278 0.78
N -1.010 2.221 -0.159 -0.49
N 1.080 0.735 1.161 -0.49
C -0.012 0.116 -0.919 -0.54
O -1.528 -1.955 -0.132 -0.51
O -1.670 -0.216 1.242 -0.63
H -0.923 -2.305 -0.798 0.35
H -1.208 1.382 -2.133 0.29
H -1.650 1.824 0.533 0.18
H -1.399 3.086 -0.507 0.25
H 1.118 0.475 2.138 0.23
H 0.621 1.630 0.960 0.34
H 0.191 -0.513 -1.779 0.35
H 1.725 -1.926 1.238 0.37
H 1.308 -2.216 -0.466 0.27
H 2.663 -1.161 -0.061 0.36
```

- Gap between HOMO and LUMO: 7.5 eV
- LUMO energy: 0.63 eV
- HOMO level: -6.91 eV

#S
Below is an isolated molecule of C5H10N2O2, with properties calculated with ωB97M-V/def2-TZVPD.

Structure (XYZ):
```
19
Properties=species:S:1:pos:R:3:mulliken_charge:R:1
C -2.356 -0.311 -0.678 -1.22
C -1.469 -0.249 0.537 1.17
O -1.485 -1.055 1.439 -0.60
C -0.941 1.230 0.774 0.12
O -1.587 2.143 1.228 -0.61
N 0.317 1.247 0.318 -0.25
N 0.796 -0.142 -0.030 0.11
C 1.617 -0.687 1.040 -1.00
C 1.469 -0.165 -1.316 -0.96
H -3.160 0.415 -0.563 0.33
H -1.795 -0.033 -1.568 0.30
H -2.777 -1.308 -0.791 0.32
H 0.998 1.947 0.607 0.27
H 1.034 -0.689 1.960 0.35
H 1.886 -1.713 0.792 0.32
H 2.532 -0.102 1.197 0.36
H 1.694 -1.196 -1.586 0.32
H 0.815 0.268 -2.071 0.34
H 2.411 0.400 -1.290 0.31
```

- Gap between HOMO and LUMO: 9.7 eV
- LUMO energy: 0.68 eV
- HOMO level: -9.00 eV

Least stable: #Q